Record 1
The following is a quantum chemistry calculation of 10 unconnected molecules or ions with the total composition C30H70N10O10 in a non-equilibrium geometry, from the OMol25 dataset.

Computed properties:
energy	-2484.88495	Eh
SMILES string	CN(C)C=O.CN(C)C=O.CN(C)C=O.CN(C)C=O.CN(C)C=O.CN(C)C=O.CN(C)C=O.CN(C)C=O.CN(C)C=O.CN(C)C=O
Kohn-Sham gap	9.15	eV
E_HOMO	-9.247	eV
charge	0

CARTESIAN COORDINATES (ANGSTROEM)
O -0.422 5.035 7.403
O 3.737 5.439 -3.043
O 3.666 -6.141 -0.767
O -2.970 2.773 0.743
O -7.030 0.225 0.374
O 3.038 6.531 0.334
O -3.798 -3.728 -4.293
O 5.674 -0.706 0.044
O 1.610 -3.948 -3.219
O 0.380 -0.241 -1.862
N 1.457 -6.803 -0.566
N 2.523 -2.307 -4.590
N -0.433 3.265 5.810
N 2.711 4.664 1.594
N -3.087 -3.097 -2.243
N -5.540 -0.151 1.960
N -4.140 2.767 -1.258
N 4.411 -2.035 1.401
N 1.727 4.490 -2.930
N -0.020 -0.215 0.391
C -5.100 0.092 3.320
C -3.165 -3.422 -0.890
C 2.374 5.564 0.651
C 2.355 3.230 -2.354
C 0.076 4.041 6.884
C -3.699 -3.964 -3.114
C 2.486 -6.250 -1.230
C -5.481 2.658 -1.895
C 5.027 -1.582 2.640
C 0.343 2.111 5.438
C -4.602 -0.782 1.022
C -2.639 -1.799 -2.605
C -4.002 2.845 0.081
C 3.876 -2.845 -4.590
C 4.851 -1.563 0.195
C 0.330 4.272 -3.401
C 0.024 0.345 -0.847
C 1.548 -2.901 -3.756
C 2.342 -0.904 -5.025
C 3.852 4.863 2.464
C -2.989 2.569 -2.139
C 2.545 5.436 -3.393
C 0.539 -1.622 0.447
C -6.736 0.277 1.551
C 1.671 -7.351 0.774
C -1.544 3.653 4.975
C 0.105 -6.678 -1.021
C -0.124 0.615 1.565
C 3.703 -3.356 1.466
C 1.833 3.555 1.885
H -0.427 -5.859 -0.536
H 0.910 -8.041 1.138
H 2.927 -0.514 -5.857
H -3.230 1.758 -2.827
H 1.218 1.770 5.993
H 2.623 -7.871 0.883
H -0.279 1.238 5.240
H 2.893 -3.397 2.195
H 2.703 2.542 -3.125
H -2.128 -1.253 -1.812
H 2.059 2.704 1.242
H -2.364 3.028 5.328
H 3.489 4.665 3.472
H -4.982 -0.991 0.021
H -0.545 -7.506 -0.740
H 1.395 5.388 0.180
H 0.090 -6.499 -2.096
H -4.101 -3.147 -0.404
H 4.261 5.873 2.480
H -0.799 1.455 1.399
H 4.318 -2.704 -5.577
H -2.912 3.419 -2.817
H 1.020 3.588 7.225
H 4.333 -4.201 1.742
H 0.804 3.741 1.576
H 0.594 -2.356 -3.681
H -0.280 -2.275 0.145
H 3.247 3.512 -1.795
H -5.408 3.263 -2.798
H 1.011 -1.889 1.392
H 3.246 -3.797 0.579
H 4.562 -2.334 -3.915
H -7.375 0.697 2.342
H 1.356 -1.827 -0.245
H 3.812 -3.866 -4.213
H 2.602 -0.226 -4.211
H -4.181 -4.805 -2.591
H -3.191 -4.491 -0.678
H -2.116 -1.828 -3.561
H -1.876 4.687 5.076
H 2.227 6.387 -3.848
H -0.516 -0.030 2.352
H -1.351 3.728 3.905
H 0.305 3.682 -4.317
H 1.294 -0.754 -5.285
H 2.133 -5.859 -2.197
H -2.339 -3.039 -0.291
H 5.646 -0.690 2.542
H -5.930 0.111 4.027
H 4.685 4.163 2.394
H 4.419 -2.223 -0.573
H -5.030 2.717 0.453
H -4.241 -1.546 1.710
H 4.309 -1.649 3.458
H -4.427 -0.668 3.717
H 0.892 0.928 1.803
H -0.173 3.751 -2.586
H 1.768 2.666 -1.630
H -2.092 2.332 -1.566
H -3.479 -1.105 -2.646
H 0.641 2.374 4.423
H -3.609 -0.340 0.944
H 1.870 3.317 2.948
H -0.187 5.208 -3.609
H -4.570 1.040 3.410
H 1.562 -6.511 1.461
H -5.430 1.683 -2.380
H -6.391 2.749 -1.302
H 5.687 -2.406 2.910
H -0.248 1.410 -0.782

Cartesian forces (eV/Å) of the 2 atoms listed first:
0.6 -1.5 -1.2
-1.0 -0.2 -1.1

---

Record 2
The following is a quantum chemistry calculation of a molecular structure, C3H6LiO5Rh in a non-equilibrium geometry, from the OMol25 dataset.

Computed properties:
energy	-612.05355	Eh
Kohn-Sham gap (spin up / spin down)	8.04 / 6.31	eV
<S²>	6.01
E_HOMO (spin up / spin down)	-8.302 / -9.110	eV
2S+1	5
charge	0

CARTESIAN COORDINATES (ANGSTROEM)
Rh 2.647 1.234 -0.076
O -2.167 0.625 1.320
O -0.690 -1.570 0.385
O -1.460 1.842 -0.441
O -3.063 0.295 -0.686
O 2.810 -0.616 0.045
C 0.436 -0.832 -0.021
C 1.781 -1.545 0.047
C -2.102 0.888 0.088
Li 0.155 2.642 -0.297
H 0.515 0.029 0.673
H 1.848 -2.241 -0.816
H 1.777 -2.173 0.963
H -1.173 -1.038 1.162
H -2.627 -0.119 -1.440
H 0.290 -0.467 -1.058

Cartesian forces (eV/Å) of the 2 atoms listed first:
-0.3 0.9 0.0
1.0 -0.1 -1.8

---

Record 3
The following is a quantum chemistry calculation of a molecular structure, C28H40N4OPRbSb2Se4 in a non-equilibrium geometry, from the OMol25 dataset.

Computed properties:
energy	-11836.56768	Eh
Kohn-Sham gap (spin up / spin down)	2.27 / 2.14	eV
E_HOMO (spin up / spin down)	0.497 / 0.624	eV
charge	-2

CARTESIAN COORDINATES (ANGSTROEM)
Sb 4.274 -0.897 -0.848
Sb 2.154 -4.319 -1.762
Rb 1.228 1.336 2.934
Se 3.851 0.532 1.067
Se 5.016 -1.381 2.574
Se 2.123 -1.758 -2.094
Se 5.503 -2.655 0.644
P -0.956 2.269 -2.252
O 0.535 1.459 -0.092
N 1.333 -1.906 3.769
N 1.097 0.388 6.000
N -0.553 2.243 -0.504
N -1.289 -0.145 4.118
C -1.281 -0.186 -3.836
C -3.027 4.866 -0.080
C -2.169 3.830 -0.474
C -3.236 0.645 -2.597
C -1.405 -0.068 5.606
C -0.051 -2.378 3.898
C 0.087 -4.929 -1.742
C 2.053 -1.836 5.004
C 2.902 -5.508 -3.353
C -3.195 5.594 -2.350
C 1.422 -1.045 6.243
C -3.451 5.783 -1.008
C -3.359 -1.447 -3.892
C -2.032 3.590 -1.849
C -0.320 0.689 6.324
C -3.938 -0.551 -2.998
C -2.020 -1.268 -4.270
C -1.249 3.044 0.298
C 1.389 3.650 -3.007
C 0.312 2.727 -3.379
C 1.114 2.826 -5.670
C -1.355 -1.504 3.601
C 0.161 2.414 -4.714
C -1.882 0.810 -2.942
C 2.436 -4.766 0.281
C 2.301 4.104 -3.970
C -2.526 4.484 -2.802
C 2.195 3.626 -5.347
H 2.318 -2.860 5.393
H 1.680 -4.240 0.894
H 0.565 -1.610 6.669
H -2.073 0.461 3.727
H -2.140 -2.087 4.110
H -0.118 -5.916 -2.073
H 3.480 -4.485 0.557
H -4.088 6.661 -0.819
H 2.246 -5.498 -4.229
H -1.514 -1.989 -4.910
H 2.989 4.920 -3.689
H -1.471 -1.080 5.981
H -0.265 -3.278 3.243
H -3.157 5.031 0.985
H 2.995 -1.298 4.842
H 1.304 4.267 -2.048
H 1.015 2.558 -6.734
H -0.286 -4.857 -0.690
H 3.892 -5.079 -3.688
H -3.675 6.268 -2.939
H -1.513 -1.523 2.510
H 2.314 -0.986 6.919
H -0.203 -2.832 4.897
H -4.984 -0.691 -2.654
H -1.033 3.232 1.312
H -2.446 4.302 -3.868
H 1.634 0.951 6.692
H 0.733 0.881 -0.859
H 2.949 -6.523 -3.005
H -0.596 -4.224 -2.317
H -3.756 1.366 -1.980
H -0.235 -0.074 -4.085
H 1.747 -2.404 3.049
H -2.351 0.441 5.848
H -0.501 0.576 7.391
H 2.388 -5.881 0.306
H -3.879 -2.334 -4.268
H -0.677 1.781 -4.968
H -0.449 1.737 6.048
H 2.964 3.953 -6.079

Cartesian forces (eV/Å) of the 2 atoms listed first:
0.4 1.6 -0.9
0.0 1.7 0.3